1.
# C3H8BrClSi

A 3-piece molecular cluster, C3H8BrClSi overall at a distorted geometry (ωB97M-V/def2-TZVPD, OMol25).

Each atom is followed by the atoms it is bonded to, with distances in Å.
CARTESIAN COORDINATES (ANGSTROEM)
1 C -1.451 -0.159 1.340  C3 1.417, H7 1.144, H9 1.071
2 C 1.413 0.448 -0.724  Si4 1.893, H10 1.127, H11 1.130, H12 1.079
3 C -0.263 -0.449 2.055  C1 1.417, H13 1.135, H14 1.050
4 Si 0.031 -0.275 -1.798  C2 1.893, Cl5 2.083, Br6 2.234
5 Cl 0.841 -1.156 -3.503  Si4 2.083
6 Br -1.139 1.395 -2.708  Si4 2.234
7 H -1.697 0.956 1.396  C1 1.144
8 H -1.101 -0.475 -0.076  no bonds
9 H -2.284 -0.832 1.329  C1 1.071
10 H 2.361 0.125 -1.241  C2 1.127
11 H 1.424 1.565 -0.559  C2 1.130
12 H 1.429 -0.024 0.247  C2 1.079
13 H 0.068 -1.498 2.336  C3 1.135
14 H 0.367 0.379 1.904  C3 1.050

The value obtained for the LUMO energy (spin up / spin down) is 0.85 / -2.16 eV. Its spin multiplicity is 3. As for the energy relative to the best compared isomer or geometry (same formula, charge and spin): 49.9 kJ/mol. The largest force on an atom comes out at 0.0782 Eh/bohr. The value obtained for the orbital gap (spin up / spin down) is 7.9 / 8.3 eV.


2.
# C5H10

A 2-piece molecular cluster, C5H10 overall at a distorted geometry (ωB97M-V/def2-TZVPD, OMol25).

Each atom is followed by the atoms it is bonded to, with distances in Å.
CARTESIAN COORDINATES (ANGSTROEM)
1 C 0.959 -0.647 -1.765  C2 1.331, H4 1.085, H5 1.081
2 C 1.250 -0.045 -0.613  C1 1.331, C3 1.542, H6 1.088
3 C 2.103 1.234 -0.499  C2 1.542, H7 1.093, H8 1.086, H9 1.084
4 H 0.469 -1.610 -1.673  C1 1.085
5 H 1.440 -0.282 -2.661  C1 1.081
6 H 0.957 -0.436 0.359  C2 1.088
7 H 2.818 1.242 -1.327  C3 1.093
8 H 2.735 1.127 0.377  C3 1.086
9 H 1.476 2.118 -0.460  C3 1.084
10 C -2.150 -0.741 1.928  C11 1.337, H12 1.085, H13 1.089
11 C -2.384 -0.231 0.714  C10 1.337, H14 1.091, H15 1.090
12 H -1.971 -1.793 2.126  C10 1.085
13 H -2.183 -0.080 2.793  C10 1.089
14 H -3.041 -0.711 -0.013  C11 1.091
15 H -2.477 0.856 0.715  C11 1.090

The value obtained for the LUMO energy is 1.22 eV. As for the energy relative to the best compared isomer or geometry (same formula, charge and spin): 251.7 kJ/mol. The largest force on an atom comes out at 0.0471 Eh/bohr. The value obtained for the orbital gap is 10.7 eV.


3.
# C4H7I

One molecule with the formula C4H7I at a distorted geometry (ωB97M-V/def2-TZVPD, OMol25).

Each atom is followed by the atoms it is bonded to, with distances in Å.
CARTESIAN COORDINATES (ANGSTROEM)
1 C 1.221 -0.317 -0.846  C2 1.607, H6 1.113, H7 1.098, H8 1.133
2 C 0.084 0.695 -0.331  C1 1.607, I3 2.145, C4 1.478, C5 1.539
3 I 0.197 2.499 -1.486  C2 2.145
4 C -1.256 0.094 -0.169  C2 1.478, C5 1.591, H9 1.040, H10 1.136
5 C -0.562 0.828 1.060  C2 1.539, C4 1.591, H11 1.045, H12 1.120
6 H 2.236 0.119 -0.981  C1 1.113
7 H 0.989 -0.651 -1.865  C1 1.098
8 H 1.135 -1.308 -0.304  C1 1.133
9 H -1.331 -0.943 -0.204  C4 1.040
10 H -2.130 0.721 -0.537  C4 1.136
11 H -0.846 1.797 1.326  C5 1.045
12 H -0.247 0.217 1.945  C5 1.120

The value obtained for the LUMO energy is 0.63 eV. As for the energy relative to the best compared isomer or geometry (same formula, charge and spin): 30.1 kJ/mol. The largest force on an atom comes out at 0.0880 Eh/bohr. The value obtained for the orbital gap is 9.9 eV.


4.
# C2H8S4Si

A 2-piece molecular cluster, C2H8S4Si overall at a distorted geometry (ωB97M-V/def2-TZVPD, OMol25).

Each atom is followed by the atoms it is bonded to, with distances in Å.
CARTESIAN COORDINATES (ANGSTROEM)
1 S -4.078 -1.846 -0.483  Si2 2.221, H6 1.315
2 Si -1.947 -1.288 -0.198  S1 2.221, S3 2.197, S4 2.126, S5 2.288
3 S -0.922 -2.676 1.163  Si2 2.197, H7 1.298
4 S -1.780 0.650 0.659  Si2 2.126, H8 1.350
5 S -0.904 -1.250 -2.234  Si2 2.288, H9 1.382
6 H -3.926 -2.806 -1.369  S1 1.315
7 H -1.947 -3.445 1.374  S3 1.298
8 H -1.533 1.506 -0.356  S4 1.350
9 H -0.123 -0.210 -1.767  S5 1.382
10 C 2.289 1.995 0.177  C11 1.369, H12 1.098, H13 1.120
11 C 3.400 1.812 0.955  C10 1.369, H14 1.098, H15 1.061
12 H 1.278 2.216 0.544  C10 1.098
13 H 2.393 1.931 -0.937  C10 1.120
14 H 3.484 1.684 2.042  C11 1.098
15 H 4.317 1.724 0.429  C11 1.061

The value obtained for the LUMO energy is 0.14 eV. As for the energy relative to the best compared isomer or geometry (same formula, charge and spin): 17.6 kJ/mol. The largest force on an atom comes out at 0.0470 Eh/bohr. The value obtained for the orbital gap is 9.8 eV.


| no. | calculated total energy (eV) |
| --- | --- |
| 1 | -93681.056 |
| 2 | -5344.657 |
| 3 | -12360.596 |
| 4 | -53423.989 |